Below is a structure of composition C45H95ClN7O11Tl in a non-equilibrium geometry, with properties calculated with ωB97M-V with the def2-TZVPD basis set.

Results
net charge	0
lowest unoccupied orbital energy	-6.1	eV
E_HOMO	-7.6869	eV

Last column: Mulliken charge in e.
Atoms and positions in Å:
Tl: -0.3413 4.2412 -1.1514  0.933
N: 3.7573 3.9479 -0.8808  0.813
O: 4.4677 4.5963 -0.1029  -0.593
O: 2.5401 3.8445 -0.5820  -0.251
O: 4.2692 3.4234 -1.8978  -0.611
N: -3.1616 4.2001 -3.3126  0.859
O: -3.4261 3.8631 -2.1919  -0.477
O: -4.0368 4.6203 -4.0468  -0.616
O: -2.0031 4.3221 -3.6264  -0.342
Cl: -0.8274 1.0506 -0.2413  -0.548
C: -5.5326 -0.8879 2.7104  -1.299
C: -4.6578 -1.9005 1.9516  1.537
C: -5.3718 -3.2780 2.0727  -1.292
C: -6.5724 -3.4188 1.1666  -0.615
C: -6.0784 -3.1958 -0.2904  -1.050
C: -5.5294 -1.7129 -0.4781  1.054
N: -4.6187 -1.4178 0.5895  1.153
O: -4.1371 -0.0793 0.4654  -0.043
C: -4.8378 -1.7791 -1.8462  -1.570
C: -6.7853 -0.7638 -0.4058  -1.704
C: -3.2357 -2.1219 2.5639  -1.107
H: -6.5011 -0.6433 2.2742  0.268
H: -5.0720 0.0727 2.9412  -0.204
H: -5.8073 -1.2885 3.6862  0.486
H: -4.6948 -4.1019 1.8471  0.304
H: -5.7886 -3.4202 3.0698  0.392
H: -7.4065 -2.8061 1.5086  0.378
H: -6.8394 -4.4752 1.1940  0.432
H: -6.9690 -3.2657 -0.9149  0.511
H: -5.2772 -3.9162 -0.4552  0.158
H: -4.0996 -2.5811 -1.8451  0.079
H: -5.5233 -1.9888 -2.6673  0.375
H: -4.3228 -0.8460 -2.0745  0.475
H: -6.5112 0.2910 -0.3896  0.258
H: -7.4580 -0.9134 -1.2503  0.470
H: -7.3922 -0.8022 0.4988  0.315
H: -2.6805 -1.1849 2.5203  -0.012
H: -2.6307 -2.9136 2.1219  -0.109
H: -3.2391 -2.5415 3.5699  0.534
H: -3.2365 -0.2640 0.1888  0.019
C: 4.0802 -1.8122 3.9350  -1.964
C: 4.6093 -1.1446 2.5876  2.484
C: 3.9226 0.2335 2.3577  -1.636
C: 4.5385 1.4994 3.0776  -0.447
C: 6.0045 1.5615 2.7643  -1.427
C: 6.7915 0.3173 3.1602  1.215
N: 6.1220 -0.8885 2.6479  0.512
O: 6.8634 -2.0727 2.7152  -0.473
C: 8.1616 0.4299 2.4727  -2.067
C: 6.9758 0.2288 4.7515  -1.603
C: 4.2845 -2.0513 1.4401  -2.065
H: 3.3214 -2.5575 3.6967  0.491
H: 3.7196 -1.1922 4.7557  0.296
H: 4.8056 -2.5325 4.3133  0.444
H: 3.7512 0.4648 1.3065  0.471
H: 2.9017 0.1380 2.7273  0.511
H: 4.2989 1.4716 4.1406  0.389
H: 4.0963 2.4269 2.7141  0.212
H: 6.3918 2.4334 3.2913  0.591
H: 6.1587 1.7813 1.7079  0.380
H: 8.5548 1.4083 2.7489  0.436
H: 8.8086 -0.3995 2.7585  0.408
H: 8.0805 0.3436 1.3891  0.403
H: 7.1725 1.2161 5.1694  0.412
H: 5.9833 0.1332 5.1918  0.350
H: 7.7188 -0.4201 5.2153  0.347
H: 4.2441 -3.1076 1.7062  0.431
H: 5.0059 -1.9042 0.6363  0.265
H: 3.3351 -1.7205 1.0191  0.349
H: 6.9854 -2.2033 1.7719  0.341
C: -0.3889 0.8224 -3.7105  -1.971
C: 0.5401 1.4107 -4.7756  2.055
C: -0.2747 1.4432 -6.1176  -1.190
C: 0.3820 2.2540 -7.1787  -0.766
C: 0.6709 3.6558 -6.6106  -1.337
C: 1.5186 3.6996 -5.3105  1.528
N: 1.0042 2.7334 -4.3013  0.323
O: 1.6615 2.7692 -3.1337  0.313
C: 2.9736 3.4893 -5.6307  -1.606
C: 1.3832 5.1324 -4.8173  -1.885
C: 1.7094 0.4961 -4.8527  -2.010
H: -0.7956 -0.1541 -3.9734  0.463
H: -1.3039 1.4029 -3.5923  0.322
H: 0.1392 0.7752 -2.7581  0.210
H: -0.5310 0.4875 -6.5747  0.464
H: -1.1868 1.9619 -5.8222  0.337
H: -0.2695 2.2639 -8.0525  0.455
H: 1.2782 1.7399 -7.5264  0.334
H: -0.2983 4.1182 -6.4237  0.405
H: 1.1866 4.2086 -7.3958  0.454
H: 3.0724 2.7164 -6.3929  0.415
H: 3.4570 4.4014 -5.9805  0.455
H: 3.5946 3.0468 -4.8519  0.237
H: 1.9486 5.4492 -3.9409  0.293
H: 1.5698 5.8022 -5.6568  0.447
H: 0.3819 5.3363 -4.4382  0.368
H: 1.3143 -0.4868 -5.1093  0.492
H: 2.2884 0.3920 -3.9351  0.370
H: 2.5262 0.7774 -5.5174  0.317
H: 2.5757 2.6600 -3.4056  0.185
C: -3.6392 3.7113 1.4837  -1.718
C: -2.7192 3.6406 2.6757  1.158
C: -2.8469 2.1542 3.2036  -0.455
C: -1.7705 1.6929 4.0844  -1.253
C: -0.4314 2.1230 3.4781  -1.489
C: -0.2231 3.6048 3.2017  2.083
N: -1.3235 3.9827 2.3497  1.275
O: -1.1624 5.2241 1.6354  -0.396
C: 0.1030 4.4091 4.4837  -1.895
C: 1.0989 3.5474 2.4281  -2.025
C: -3.2698 4.5449 3.7580  -1.464
H: -3.5095 2.8583 0.8176  0.238
H: -4.6530 3.5693 1.8579  0.426
H: -3.5001 4.6866 1.0173  0.386
H: -3.7642 2.0570 3.7842  0.447
H: -2.9634 1.4942 2.3440  -0.302
H: -1.9171 2.1588 5.0588  0.488
H: -1.8902 0.6131 4.1720  0.392
H: -0.2180 1.4867 2.6192  0.295
H: 0.3662 1.7587 4.1256  0.572
H: 1.0956 4.4101 4.9341  0.421
H: -0.5808 4.1918 5.3043  0.330
H: 0.0860 5.4675 4.2237  0.415
H: 1.9595 3.0972 2.9228  0.309
H: 1.4227 4.5560 2.1710  0.458
H: 0.8795 3.0382 1.4897  0.092
H: -4.3556 4.6054 3.6833  0.463
H: -2.9320 4.2967 4.7642  0.387
H: -2.7897 5.5173 3.6487  0.210
H: -1.7305 5.8329 2.1131  0.309
C: -0.2915 -7.3554 0.2244  -2.072
C: -0.3913 -6.2684 -0.8315  1.983
C: -1.5349 -5.3199 -0.2245  -1.792
C: -1.5544 -3.8977 -0.6911  0.893
C: -0.1121 -3.2242 -0.6177  -1.939
C: 0.9568 -4.0838 -1.1675  2.766
N: 0.8525 -5.4595 -0.7440  0.347
O: 1.9786 -6.2217 -1.0907  -0.490
C: 0.7892 -4.0198 -2.6824  -1.785
C: 2.3094 -3.4728 -0.7659  -2.773
C: -0.8153 -6.8178 -2.2075  -1.708
H: 0.3926 -7.1360 1.0442  0.359
H: 0.1393 -8.2513 -0.2227  0.452
H: -1.2429 -7.5629 0.7141  0.415
H: -2.4919 -5.8218 -0.3672  0.586
H: -1.4615 -5.2506 0.8608  0.424
H: -2.2487 -3.2985 -0.1020  -0.484
H: -1.8891 -3.7324 -1.7151  0.285
H: 0.0176 -2.9023 0.4156  0.350
H: -0.2599 -2.2291 -1.0372  0.288
H: 1.6045 -4.5024 -3.2214  0.404
H: -0.1504 -4.4400 -3.0414  0.364
H: 0.5982 -2.9905 -2.9860  0.112
H: 2.3677 -2.3922 -0.8957  0.481
H: 2.5694 -3.7533 0.2548  0.662
H: 3.1339 -3.7261 -1.4324  0.402
H: -1.4429 -6.0801 -2.7074  0.311
H: -1.3806 -7.7496 -2.2250  0.408
H: 0.0882 -6.9089 -2.8104  0.360
H: 2.4009 -6.3125 -0.2333  0.341